{
  "formula": "C6H8I2O6",
  "method": "ωB97M-V/def2-TZVPD",
  "species": ["O", "C", "C", "O", "C", "I", "C", "O", "C", "O", "I", "H", "H", "H", "H", "H", "H", "H", "H", "O", "C", "O"],
  "xyz": [[1.019, -2.572, 2.332], [1.264, -1.732, 1.174], [-0.105, -1.101, 0.663], [-0.968, -2.205, 0.215], [0.053, -0.144, -0.600], [0.652, -1.292, -2.353], [-1.224, 0.517, -0.945], [-2.347, -0.118, -0.461], [-1.245, 1.586, -1.742], [-0.004, 2.092, -2.207], [-2.918, 2.750, -2.210], [1.653, -3.225, 2.488], [1.684, -2.353, 0.336], [1.875, -0.898, 1.472], [-0.670, -0.459, 1.424], [-1.012, -2.668, 0.998], [0.761, 0.782, -0.392], [-2.243, -0.969, -0.153], [-0.187, 2.805, -2.884], [1.814, 2.491, 1.784], [1.372, 3.097, 0.941], [0.776, 3.616, 0.119]],
  "orbital_gap_ha": 0.309,
  "homo_ev": -8.15,
  "smiles": "OC[C@H](O)[C@@H](I)/C(O)=C(\\O)I.O=C=O",
  "total_charge": 0
}